Entry 1:
Entry from the OMol25 dataset: C38H40F6N11O6S4Y as an isolated structure (ωB97M-V/def2-TZVPD).

The molar mass is 1077.97 g/mol. Its LUMO energy is -0.1847 Eh. The value obtained for the energy above the lowest of the compared OMol25 structures with the same formula, charge and spin is 2.2 kcal/mol. For the frontier orbital gap, the calculation gives 8.2 eV. The total charge is +2.

XYZ file:
```
106
Properties=species:S:1:pos:R:3:lowdin_charge:R:1
Y 0.009 -0.517 0.819 1.42
N -0.787 3.433 2.813 0.22
C 0.326 3.245 3.611 -0.18
C 0.779 3.920 4.738 0.02
C 1.972 3.485 5.276 -0.05
C 2.691 2.426 4.704 -0.05
C 2.233 1.754 3.589 -0.03
C 1.012 2.163 3.047 -0.22
N 0.297 1.703 1.935 0.08
C -0.732 2.523 1.828 -0.29
C -1.616 2.461 0.676 -0.31
C -2.491 3.393 0.215 -0.30
S -3.121 2.899 -1.290 1.13
C -2.193 1.483 -1.209 -0.44
N -1.453 1.365 -0.141 -0.04
H -1.497 4.135 2.933 0.18
H 0.232 4.746 5.174 0.12
H 2.369 3.977 6.154 0.12
H 3.629 2.126 5.155 0.12
H 2.804 0.944 3.162 0.09
H -2.762 4.340 0.656 0.10
H -2.236 0.733 -1.986 0.07
F -1.766 -3.119 4.531 0.16
C -2.114 -1.895 4.907 -0.69
F -3.342 -1.630 4.484 0.17
F -2.038 -1.779 6.213 0.20
S -0.977 -0.664 4.130 0.67
O -1.224 -0.856 2.680 -0.43
O -1.332 0.606 4.654 -0.20
N 0.443 -1.144 4.555 -0.25
S 1.602 -1.672 3.664 0.64
O 1.593 -1.034 2.329 -0.43
O 2.843 -1.681 4.340 -0.19
C 1.199 -3.437 3.283 -0.67
F 2.217 -4.003 2.654 0.17
F 0.122 -3.481 2.476 0.12
F 0.940 -4.084 4.395 0.19
C -1.141 -1.597 -2.743 0.01
C -2.061 -1.885 -1.605 -0.37
N -1.833 -1.599 -0.329 -0.02
C -2.933 -2.056 0.379 -0.09
C -3.817 -2.616 -0.477 -0.01
N -3.254 -2.501 -1.731 0.02
C -3.826 -3.120 -2.933 -0.05
N -3.907 -4.531 -2.782 -0.07
N -5.018 -5.059 -2.180 0.06
N -4.810 -6.281 -1.920 0.10
C -3.528 -6.618 -2.321 -0.21
C -2.844 -7.833 -2.243 0.01
C -1.553 -7.854 -2.721 -0.06
C -0.957 -6.704 -3.274 -0.07
C -1.623 -5.502 -3.363 -0.02
C -2.929 -5.485 -2.869 -0.17
H -0.268 -1.049 -2.393 0.05
H -1.625 -1.000 -3.519 0.10
H -0.790 -2.518 -3.211 0.07
H -3.007 -1.951 1.448 0.10
H -4.770 -3.100 -0.329 0.13
H -3.205 -2.863 -3.787 0.14
H -4.832 -2.741 -3.084 0.15
H -3.321 -8.710 -1.826 0.12
H -0.982 -8.772 -2.688 0.11
H 0.053 -6.780 -3.660 0.11
H -1.162 -4.640 -3.833 0.09
C 5.012 3.887 -1.457 -0.08
C 4.046 4.638 -0.554 -0.22
C 3.584 3.824 0.649 -0.14
N 2.969 2.527 0.281 0.07
C 2.021 2.227 -0.570 -0.73
S 1.786 0.585 -1.060 0.68
N 1.247 3.174 -1.184 0.13
C 0.728 4.359 -0.621 -0.39
O 0.842 4.585 0.562 0.10
C -0.020 5.224 -1.564 -0.16
C -0.812 6.231 -1.012 -0.02
C -1.551 7.061 -1.836 -0.05
C -1.498 6.895 -3.215 -0.05
C -0.695 5.909 -3.771 -0.05
C 0.047 5.074 -2.949 -0.03
H 5.372 4.528 -2.261 0.08
H 4.541 3.016 -1.922 0.07
H 5.883 3.535 -0.899 0.08
H 3.188 4.996 -1.126 0.10
H 4.517 5.537 -0.151 0.13
H 2.883 4.375 1.266 0.11
H 4.434 3.546 1.269 0.13
H 3.442 1.709 0.631 0.13
H 0.760 2.822 -1.992 0.11
H -0.826 6.361 0.063 0.12
H -2.162 7.846 -1.410 0.12
H -2.072 7.549 -3.858 0.12
H -0.634 5.802 -4.846 0.12
H 0.703 4.344 -3.408 0.12
C 2.797 -3.114 -1.691 -0.12
C 1.574 -4.031 -1.897 -0.13
C 0.661 -3.712 -0.712 -0.15
O 1.142 -2.440 -0.189 -0.32
C 2.594 -2.569 -0.292 -0.20
H 2.803 -2.297 -2.414 0.11
H 3.743 -3.644 -1.783 0.13
H 1.845 -5.085 -1.890 0.12
H 1.089 -3.829 -2.851 0.09
H 0.769 -4.453 0.081 0.13
H -0.393 -3.613 -0.947 0.10
H 2.919 -3.278 0.470 0.12
H 3.035 -1.599 -0.099 0.07
```

***

Entry 2:
Entry from the OMol25 dataset: one molecule with the formula C8H16N4O (ωB97M-V/def2-TZVPD).

The molar mass is 184.24 g/mol. Its LUMO energy is 0.0309 Eh. The value obtained for the energy above the lowest of the compared OMol25 structures with the same formula, charge and spin is 37.8 kcal/mol. For the frontier orbital gap, the calculation gives 9.5 eV.

XYZ file:
```
29
Properties=species:S:1:pos:R:3:lowdin_charge:R:1
H -2.079 -2.469 -0.875 0.07
N -1.437 -1.743 -1.208 0.05
N -0.636 -1.487 -0.260 -0.07
N 0.380 -0.675 -0.499 -0.12
C 0.241 0.423 -1.350 -0.09
C -0.924 1.063 -1.323 -0.08
C -2.010 0.638 -0.401 -0.28
C -2.899 1.832 -0.035 -0.10
C 1.407 -0.665 0.545 -0.44
C 1.111 0.416 1.588 -0.02
C 2.785 -0.429 -0.083 -0.02
C 1.402 -2.056 1.218 -0.52
N 1.627 -3.082 0.364 0.17
O 1.299 -2.205 2.411 0.08
H 1.091 0.705 -1.950 0.11
H -1.118 1.897 -1.978 0.11
H -1.625 0.199 0.521 0.10
H -2.622 -0.124 -0.901 0.10
H -2.313 2.602 0.463 0.07
H -3.693 1.521 0.639 0.07
H -3.352 2.263 -0.923 0.07
H 1.943 0.491 2.282 0.09
H 0.221 0.158 2.154 0.09
H 0.965 1.375 1.096 0.08
H 2.930 -1.052 -0.961 0.08
H 3.557 -0.669 0.648 0.10
H 2.898 0.615 -0.368 0.08
H 1.508 -2.960 -0.627 0.10
H 1.518 -4.013 0.730 0.11
```

***

Entry 3:
Entry from the OMol25 dataset: a 4-piece molecular cluster, C39H68ClN6O6 overall (ωB97M-V/def2-TZVPD).

The molar mass is 752.46 g/mol. Its LUMO energy is -0.1711 Eh. The value obtained for the energy above the lowest of the compared OMol25 structures with the same formula, charge and spin is 0.0 kcal/mol. For the frontier orbital gap, the calculation gives 4.9 eV. The total charge is +1.

XYZ file:
```
120
Properties=species:S:1:pos:R:3:lowdin_charge:R:1
C -3.508 5.668 2.442 0.07
C -2.874 4.487 2.633 -0.19
O -3.294 3.319 1.985 0.04
C -3.182 2.226 2.821 -0.39
O -3.813 2.186 3.823 0.21
C -2.236 1.091 2.470 0.06
C -0.930 1.285 1.962 -0.05
C -0.403 2.671 1.697 -0.07
C 0.884 2.756 0.846 -0.36
O 1.701 3.801 1.367 -0.03
C 0.551 3.112 -0.625 -0.22
N 1.744 3.493 -1.377 0.03
C -0.183 0.159 1.742 0.06
N -0.633 -1.083 1.978 0.07
C 0.332 -2.205 1.732 -0.02
C 1.516 -2.004 2.660 -0.23
C 1.280 -2.154 4.019 -0.04
C 2.290 -1.949 4.949 -0.04
C 3.545 -1.595 4.468 -0.03
C 3.792 -1.448 3.107 -0.25
C 5.177 -1.034 2.664 -0.03
C 2.773 -1.653 2.181 0.00
C -1.880 -1.280 2.416 -0.23
O -2.267 -2.555 2.604 -0.03
N -2.726 -3.153 1.268 0.09
O -2.454 -4.251 1.232 0.18
C -2.733 -0.200 2.681 -0.04
C -4.124 -0.498 3.182 -0.08
C -5.217 -0.279 2.139 -0.78
O -6.135 0.417 2.332 0.12
Cl -5.069 -1.159 0.604 0.71
H -4.561 5.743 2.691 0.08
H -2.946 6.493 2.023 0.07
H -2.074 4.399 3.365 0.13
H -1.155 3.275 1.201 0.11
H -0.178 3.152 2.649 0.14
H 1.514 1.870 0.884 0.13
H 1.165 4.589 1.507 0.10
H 0.101 2.228 -1.088 0.11
H -0.155 3.942 -0.627 0.12
H 1.953 4.465 -1.205 0.07
H 2.494 2.919 -1.011 0.07
H 0.830 0.236 1.390 0.13
H -0.133 -3.161 1.926 0.12
H 0.663 -2.125 0.700 0.14
H 0.294 -2.404 4.397 0.12
H 2.103 -2.038 6.007 0.11
H 4.362 -1.429 5.157 0.12
H 5.538 -0.271 3.350 0.09
H 5.130 -0.554 1.687 0.06
H 5.871 -1.868 2.599 0.09
H 2.935 -1.524 1.119 0.12
H -4.413 0.083 4.046 0.13
H -4.204 -1.545 3.473 0.13
C -7.489 -8.717 4.196 -0.09
C -7.013 -7.541 3.357 -0.27
N -6.802 -6.330 4.131 -0.20
C -6.619 -5.150 3.311 -0.25
C -5.381 -5.084 2.407 -0.10
C -5.904 -6.454 5.267 -0.24
C -4.469 -6.931 5.003 -0.08
H -8.391 -8.461 4.752 0.08
H -7.720 -9.562 3.546 0.08
H -6.729 -9.053 4.903 0.07
H -7.783 -7.334 2.609 0.12
H -6.112 -7.845 2.801 0.10
H -6.634 -4.267 3.957 0.11
H -7.505 -5.049 2.676 0.11
H -4.474 -4.879 2.979 0.04
H -5.498 -4.268 1.686 0.05
H -5.234 -6.001 1.835 0.07
H -6.361 -7.138 5.985 0.10
H -5.871 -5.495 5.791 0.11
H -4.433 -7.775 4.313 0.07
H -4.015 -7.258 5.940 0.07
H -3.839 -6.134 4.607 0.05
C 0.640 1.218 -4.480 -0.10
C 0.267 1.734 -5.863 -0.27
N -0.447 2.997 -5.844 -0.20
C -1.037 3.338 -7.129 -0.25
C -0.096 3.602 -8.310 -0.08
C 0.207 4.093 -5.146 -0.24
C 1.605 4.515 -5.615 -0.08
H -0.243 1.138 -3.841 0.07
H 1.085 0.225 -4.564 0.07
H 1.370 1.859 -3.981 0.05
H -0.381 0.987 -6.329 0.12
H 1.180 1.782 -6.478 0.10
H -1.690 4.205 -6.995 0.11
H -1.708 2.519 -7.409 0.11
H 0.390 4.573 -8.234 0.06
H -0.670 3.607 -9.239 0.07
H 0.671 2.834 -8.409 0.07
H 0.276 3.832 -4.085 0.09
H -0.450 4.966 -5.166 0.11
H 2.255 3.660 -5.807 0.06
H 2.083 5.118 -4.840 0.07
H 1.567 5.128 -6.514 0.06
C 6.662 0.150 -1.365 -0.09
C 6.325 0.653 -2.762 -0.27
N 5.614 1.918 -2.761 -0.20
C 5.050 2.262 -4.058 -0.26
C 6.020 2.523 -5.217 -0.08
C 6.260 3.006 -2.046 -0.25
C 7.670 3.420 -2.483 -0.08
H 5.763 0.081 -0.748 0.06
H 7.105 -0.845 -1.429 0.07
H 7.382 0.793 -0.859 0.07
H 5.684 -0.095 -3.238 0.12
H 7.251 0.692 -3.355 0.10
H 4.398 3.133 -3.941 0.10
H 4.381 1.448 -4.357 0.10
H 6.509 3.492 -5.128 0.06
H 5.468 2.533 -6.159 0.07
H 6.786 1.752 -5.299 0.07
H 6.300 2.738 -0.986 0.10
H 5.605 3.881 -2.079 0.11
H 8.317 2.561 -2.664 0.07
H 8.136 4.018 -1.697 0.07
H 7.655 4.035 -3.381 0.06
```

***

Entry 4:
Entry from the OMol25 dataset: a 2-piece molecular cluster, C7H7F3N2 overall (ωB97M-V/def2-TZVPD).

The molar mass is 176.14 g/mol. Its LUMO energy is 0.0064 Eh. The value obtained for the energy above the lowest of the compared OMol25 structures with the same formula, charge and spin is 71.3 kcal/mol. For the frontier orbital gap, the calculation gives 9.8 eV.

XYZ file:
```
19
Properties=species:S:1:pos:R:3:lowdin_charge:R:1
F 0.273 -2.736 -0.649 0.09
C -0.542 -1.747 -0.299 -0.34
C -0.553 -0.468 -0.743 0.07
C -1.663 0.116 -0.001 -0.46
C -1.721 1.548 0.531 -0.04
C -2.609 1.171 -0.574 -0.04
N -2.184 -0.909 0.811 0.08
N -1.531 -1.966 0.635 0.09
H 0.061 0.023 -1.467 0.12
H -0.847 2.150 0.340 0.11
H -2.141 1.643 1.521 0.11
H -3.657 1.008 -0.382 0.11
H -2.369 1.497 -1.574 0.11
C 3.653 -0.820 0.421 0.10
C 2.930 0.254 0.223 -0.46
F 1.998 0.725 1.045 0.11
F 2.997 1.045 -0.843 0.11
H 3.524 -1.409 1.308 0.07
H 4.382 -1.126 -0.304 0.07
```